Record 1
Here is a structure of composition C42H39BrCeF6N4O5PS2 from the Open Molecules 2025 dataset. Energies are from ωB97M-V/def2-TZVPD.

As for the HOMO energy (alpha / beta): -8.4 / -8.4 eV. The LUMO energy (alpha / beta) comes out at -1.5 / -3.6 eV. The total charge is 0. As for the spin multiplicity: 2. As for the expectation value of S²: 0.752.

Geometry (Å):
Ce  1.57  0.55  -0.33
C  -0.41  3.43  3.75
C  -0.02  4.58  2.82
N  -0.57  4.39  1.47
C  -1.88  5.00  1.23
C  -1.74  6.43  0.71
C  0.09  3.76  0.49
S  1.71  3.22  0.72
N  -0.57  3.72  -0.69
C  -0.55  2.76  -1.55
O  -0.15  1.55  -1.33
C  -1.09  3.06  -2.91
C  -1.69  4.28  -3.20
C  -2.18  4.53  -4.47
C  -2.07  3.55  -5.46
C  -1.48  2.33  -5.18
C  -0.99  2.08  -3.90
H  0.10  3.54  4.72
H  -0.10  2.48  3.30
H  -1.48  3.40  3.92
H  1.06  4.65  2.76
H  -0.40  5.53  3.20
H  -2.43  4.98  2.17
H  -2.42  4.39  0.51
H  -1.13  7.02  1.38
H  -2.72  6.90  0.62
H  -1.26  6.42  -0.27
H  -1.77  5.03  -2.42
H  -2.64  5.48  -4.70
H  -2.46  3.75  -6.46
H  -1.39  1.57  -5.95
H  -0.52  1.14  -3.66
C  2.40  -4.64  5.69
C  2.75  -3.71  4.56
C  3.95  -3.00  4.55
C  4.26  -2.14  3.52
C  3.36  -1.98  2.48
C  2.17  -2.69  2.44
C  1.87  -3.55  3.48
S  3.74  -0.76  1.25
O  2.89  0.43  1.55
O  5.15  -0.53  1.32
N  3.15  -1.21  -0.14
C  3.36  -2.47  -0.71
C  4.40  -3.31  -0.43
C  4.52  -4.57  -1.07
C  3.59  -4.97  -1.99
C  2.50  -4.13  -2.29
C  1.47  -4.49  -3.20
C  0.45  -3.63  -3.44
C  0.43  -2.39  -2.77
N  1.35  -2.02  -1.91
C  2.38  -2.88  -1.66
H  3.25  -4.81  6.35
H  2.05  -5.60  5.32
H  1.59  -4.21  6.30
H  4.65  -3.13  5.37
H  5.19  -1.58  3.51
H  1.49  -2.59  1.60
H  0.94  -4.12  3.45
H  5.16  -3.00  0.29
H  5.36  -5.20  -0.84
H  3.68  -5.93  -2.49
H  1.51  -5.46  -3.69
H  -0.35  -3.88  -4.13
H  -0.37  -1.68  -2.96
F  3.54  1.38  -1.02
P  3.36  1.47  -2.71
F  4.54  2.49  -2.77
F  2.28  2.62  -2.41
F  4.29  0.21  -2.82
F  3.07  1.52  -4.25
F  2.05  0.40  -2.52
Br  -0.36  -4.43  0.24
C  -2.65  -1.83  0.98
C  -3.64  -2.53  1.66
C  -3.74  -2.51  3.05
C  -2.83  -1.76  3.79
C  -1.84  -1.05  3.14
C  -1.73  -1.09  1.75
C  -0.55  -0.38  1.18
O  -0.28  0.80  1.46
O  0.24  -1.06  0.42
H  -4.36  -3.11  1.08
H  -4.52  -3.07  3.54
H  -2.91  -1.73  4.87
H  -1.13  -0.46  3.70
C  -2.66  -1.85  -0.54
C  -3.50  -0.73  -1.15
C  -3.50  0.57  -0.65
C  -4.25  1.57  -1.27
C  -5.01  1.28  -2.39
C  -5.02  -0.01  -2.90
C  -4.27  -1.00  -2.28
H  -3.07  -2.80  -0.88
H  -1.64  -1.79  -0.91
H  -2.92  0.83  0.23
H  -4.25  2.57  -0.86
H  -5.59  2.07  -2.88
H  -5.61  -0.24  -3.78
H  -4.29  -2.01  -2.68

Record 2
Here is a cluster of 5 separate species, C15H42N2O7 in total from the Open Molecules 2025 dataset. Energies are from ωB97M-V/def2-TZVPD.

As for the HOMO energy: -9.2 eV. The LUMO energy comes out at 0.7 eV. The total charge is 0. The SMILES is COCCNCCOC.COCCNCCOC.CO.CO.CO. As for the spin multiplicity: 1.

Geometry (Å):
C  -6.33  -1.95  -1.86
O  -6.01  -1.64  -0.52
C  -4.85  -0.80  -0.46
C  -4.76  -0.44  1.07
N  -3.66  0.52  1.28
C  -2.99  0.53  2.69
C  -2.10  -0.66  3.01
O  -1.84  -0.46  4.32
C  -1.38  -1.58  5.07
H  -5.56  -2.85  -2.19
H  -6.28  -1.03  -2.48
H  -7.32  -2.46  -1.84
H  -4.98  0.11  -0.92
H  -3.99  -1.50  -0.84
H  -4.48  -1.42  1.46
H  -5.71  -0.04  1.61
H  -4.10  1.46  0.94
H  -4.05  0.48  3.36
H  -2.47  1.56  3.08
H  -1.13  -0.75  2.48
H  -2.78  -1.58  2.87
H  -1.84  -2.36  4.95
H  -1.30  -1.53  6.13
H  -0.24  -1.65  4.91
C  7.78  2.47  1.14
O  6.79  2.74  2.02
C  5.85  1.70  2.12
C  4.97  1.43  0.73
N  3.89  0.49  1.04
C  3.23  0.15  -0.22
C  2.55  -1.24  0.02
O  1.81  -1.46  -1.13
C  0.85  -2.48  -1.16
H  7.62  2.27  0.11
H  8.49  1.75  1.51
H  8.46  3.37  1.07
H  5.09  1.87  2.87
H  6.25  0.72  2.40
H  5.56  1.19  -0.21
H  4.62  2.44  0.33
H  3.42  1.14  1.54
H  3.99  -0.02  -1.03
H  2.59  1.03  -0.40
H  1.78  -1.08  0.87
H  3.28  -2.01  0.25
H  0.23  -2.30  -1.99
H  0.28  -2.41  -0.25
H  1.46  -3.47  -1.35
C  0.60  2.26  -4.29
O  1.33  2.10  -3.10
H  0.97  3.16  -4.95
H  -0.42  2.21  -4.23
H  1.02  1.47  -5.15
H  2.08  1.66  -3.29
C  -1.35  -0.76  -3.78
O  -2.28  -1.40  -3.01
H  -0.85  -0.23  -3.05
H  -2.12  -0.26  -4.35
H  -0.70  -1.28  -4.65
H  -1.95  -1.43  -2.18
C  -0.91  0.95  -0.48
O  -1.50  -0.30  -0.11
H  0.13  0.81  -0.63
H  -1.18  1.79  0.07
H  -1.13  1.09  -1.47
H  -2.41  -0.14  0.24

Record 3
Here is a cluster of 9 separate species, C32H54Cl16F2N4O4S2Si in total from the Open Molecules 2025 dataset. Energies are from ωB97M-V/def2-TZVPD.

As for the HOMO energy: -8.6 eV. The LUMO energy comes out at -0.7 eV. The total charge is 0. The SMILES is CCC[Si@@](CCCSC(=S)n1ccnc1)(N(C(C)=O)C(C)=O)N(C(=O)F)C(=O)F.ClCCCl.ClCCCl.ClCCCl.ClCCCl.ClCCCl.ClCCCl.ClCCCl.ClCCCl. As for the spin multiplicity: 1.

Geometry (Å):
C  6.21  -4.96  2.88
C  5.52  -4.50  1.56
C  4.06  -4.06  1.76
Si  3.40  -2.85  0.50
C  1.56  -2.66  0.81
C  0.93  -1.47  0.00
C  0.24  -0.37  0.84
S  -1.45  0.00  0.25
C  -2.41  -0.44  1.71
S  -2.82  0.67  2.80
N  -2.73  -1.80  1.76
C  -2.77  -2.53  2.93
C  -3.08  -3.80  2.52
N  -3.24  -3.83  1.16
C  -3.01  -2.63  0.70
N  4.06  -1.20  0.67
C  4.02  -0.82  2.08
C  2.95  0.13  2.53
O  4.84  -1.23  2.85
C  5.37  -0.97  0.17
C  6.01  0.35  0.58
O  5.96  -1.70  -0.58
N  3.64  -3.62  -1.11
C  2.82  -3.07  -2.13
O  3.12  -2.20  -2.86
F  1.60  -3.61  -2.17
C  3.53  -5.03  -1.06
O  2.64  -5.67  -0.62
F  4.56  -5.65  -1.61
H  7.01  -4.26  3.12
H  6.65  -5.94  2.71
H  5.51  -5.03  3.71
H  6.15  -3.73  1.12
H  5.52  -5.35  0.89
H  3.89  -3.67  2.77
H  3.44  -4.96  1.70
H  1.47  -2.44  1.88
H  1.03  -3.58  0.58
H  0.21  -1.88  -0.71
H  1.72  -1.03  -0.60
H  0.79  0.55  0.67
H  0.25  -0.60  1.90
H  -2.56  -2.12  3.90
H  -3.18  -4.65  3.18
H  -3.03  -2.29  -0.34
H  2.64  0.69  1.64
H  2.11  -0.42  2.96
H  3.36  0.82  3.26
H  6.24  0.39  1.64
H  6.90  0.49  -0.02
H  5.30  1.14  0.31
Cl  0.37  2.61  4.29
C  0.42  4.06  3.24
C  0.68  3.71  1.80
Cl  2.34  3.09  1.56
H  1.18  4.73  3.63
H  -0.56  4.55  3.31
H  0.56  4.60  1.18
H  -0.02  2.95  1.45
Cl  -2.02  1.05  -4.29
C  -0.55  0.08  -4.59
C  0.14  -0.31  -3.32
Cl  0.88  1.08  -2.48
H  0.10  0.66  -5.24
H  -0.87  -0.81  -5.13
H  0.95  -1.01  -3.54
H  -0.55  -0.79  -2.63
Cl  -7.56  -3.43  -2.70
C  -6.60  -1.97  -3.04
C  -5.15  -2.29  -3.31
Cl  -4.31  -2.87  -1.85
H  -6.70  -1.29  -2.20
H  -7.03  -1.50  -3.92
H  -4.63  -1.40  -3.65
H  -5.05  -3.05  -4.08
Cl  -2.46  5.55  2.62
C  -2.41  7.00  1.59
C  -2.14  6.67  0.15
Cl  -0.47  6.08  -0.11
H  -1.67  7.68  1.99
H  -3.39  7.47  1.68
H  -2.25  7.56  -0.47
H  -2.82  5.90  -0.22
Cl  -5.36  7.63  0.31
C  -7.06  7.13  0.52
C  -7.18  5.98  1.48
Cl  -6.49  4.48  0.82
H  -7.46  6.89  -0.46
H  -7.60  8.00  0.90
H  -8.24  5.79  1.68
H  -6.68  6.19  2.42
Cl  -4.73  -3.02  -7.09
C  -3.21  -3.89  -7.41
C  -2.68  -4.58  -6.18
Cl  -2.12  -3.43  -4.95
H  -2.49  -3.18  -7.80
H  -3.42  -4.63  -8.18
H  -1.83  -5.21  -6.45
H  -3.44  -5.22  -5.72
Cl  9.30  -2.22  -4.24
C  7.56  -2.49  -3.96
C  7.31  -3.64  -3.03
Cl  7.73  -5.21  -3.77
H  7.08  -2.64  -4.93
H  7.16  -1.58  -3.52
H  6.25  -3.69  -2.78
H  7.87  -3.54  -2.11
Cl  -3.56  8.64  4.73
C  -4.54  7.91  6.03
C  -4.31  6.42  6.15
Cl  -4.96  5.53  4.75
H  -5.59  8.13  5.83
H  -4.25  8.40  6.96
H  -4.83  6.04  7.03
H  -3.26  6.19  6.24

| no. | maximum force (eV Å⁻¹) | electronic energy (eV) |
| --- | --- | --- |
| 1 | 2.66 | -190631.4927 |
| 2 | 11.24 | -33537.1536 |
| 3 | 1.38 | -283555.5231 |